1.
DFT (ωB97M-V/def2-TZVPD) results for a cluster of 2 separate species, C3H10S2 in total in a non-equilibrium geometry.

Computed properties:
Energy relative to the best compared isomer or geometry (same formula, charge and spin) = 41.6 kcal/mol
Orbital gap = 8.616 eV
SMILES string = CSS.CC
E_LUMO = 0.40 eV
Calculated total energy = -24941.894 eV
HOMO level = -8.218 eV

```
! wB97M-V def2-TZVPD RIJCOSX def2/J DEFGRID3
* xyz 0 1
C 0.36073 -1.76421 1.40814
S 1.62124 -2.22624 0.33172
S 0.61193 -1.92410 -1.51079
H -0.37252 -2.60895 1.76655
H 0.90738 -1.27918 2.45741
H -0.25030 -0.92647 1.01602
H 1.75876 -1.96526 -2.18818
C -1.21928 1.34721 0.09592
C 0.09896 1.87816 -0.85039
H -1.32317 0.27133 0.06780
H -1.14464 1.52697 1.10978
H -2.16677 1.70651 -0.48448
H 0.93532 1.68441 -0.28053
H 0.09777 2.90771 -1.11437
H 0.08459 1.37208 -1.82460
*
```

2.
DFT (ωB97M-V/def2-TZVPD) results for a cluster of 2 separate species, C4H12N2O2 in total in a non-equilibrium geometry.

Computed properties:
Energy relative to the best compared isomer or geometry (same formula, charge and spin) = 135.3 kcal/mol
Orbital gap = 8.657 eV
SMILES string = C[C@H](N)N=O.CCO
E_LUMO = -0.75 eV
Calculated total energy = -11413.349 eV
HOMO level = -9.412 eV

```
! wB97M-V def2-TZVPD RIJCOSX def2/J DEFGRID3
* xyz 0 1
C 2.66691 0.34420 0.61115
C 1.33341 -0.39706 0.47419
N 1.50290 -1.61630 -0.27013
N 0.38568 0.60986 -0.08306
O 0.35312 0.60442 -1.35006
H 3.38593 -0.30755 1.10256
H 3.04631 0.60822 -0.37584
H 2.53929 1.25138 1.19787
H 0.95270 -0.63188 1.47329
H 0.62632 -2.11637 -0.36952
H 1.84079 -1.40965 -1.20499
C -2.48249 1.12710 0.28909
C -1.85046 -0.20874 -0.03440
O -1.74468 -0.56926 -1.38700
H -3.51682 1.16944 -0.06271
H -1.93788 1.92673 -0.20413
H -2.45509 1.30011 1.36271
H -1.13515 -0.62197 0.68995
H -2.64129 -1.04511 -0.12531
H -0.86950 -0.01758 -1.73365
*
```

3.
DFT (ωB97M-V/def2-TZVPD) results for a structure of composition C32H24ClF3N5O16P2S2W.

Computed properties:
Energy relative to the best compared isomer or geometry (same formula, charge and spin) = 39.7 kcal/mol
Orbital gap = 6.650 eV
E_LUMO = -4.95 eV
Calculated total energy = -136533.929 eV
HOMO level = -11.597 eV

```
! wB97M-V def2-TZVPD RIJCOSX def2/J DEFGRID3
* xyz 1 1
W 1.03177 -0.80761 -0.57926
O 0.08035 -1.46420 6.66967
N 1.24897 -1.25700 6.41481
O 2.15775 -1.27129 7.21194
C 1.58803 -0.92212 5.01479
C 2.59572 -0.05254 4.84025
C 2.94357 0.37480 3.52338
C 4.01735 1.24224 3.27893
C 4.32173 1.55687 1.98526
C 3.52858 1.04365 0.95472
N 2.47727 0.27063 1.16454
C 2.20787 -0.09892 2.43366
C 1.16853 -1.05609 2.63475
N 0.54201 -1.52349 1.52710
C -0.37196 -2.46636 1.67686
C -0.72267 -2.98699 2.92064
C -0.12876 -2.50458 4.05132
C 0.84658 -1.49776 3.92310
H 3.14149 0.32482 5.69362
H 4.59849 1.62703 4.10697
H 5.15958 2.19019 1.73282
H 3.79590 1.27639 -0.06212
H -0.86282 -2.82960 0.79412
H -1.46943 -3.76603 2.96249
H -0.39796 -2.88393 5.02333
C -5.81612 3.30836 -1.25431
C -4.47179 2.97609 -0.67550
C -4.31325 1.87290 0.15894
C -3.07936 1.55823 0.70031
C -1.99083 2.36562 0.40669
C -2.12453 3.48772 -0.40162
C -3.36299 3.78098 -0.94204
S -0.43228 1.97518 1.09668
O 0.27406 3.18635 1.39939
O -0.62344 0.98047 2.10651
N 0.45020 1.24343 -0.12530
C 1.40008 1.88563 -0.84827
C 1.73915 3.22957 -1.04278
C 2.79751 3.48593 -1.88328
C 3.51549 2.44399 -2.48618
C 3.14117 1.14936 -2.24544
N 2.08066 0.89686 -1.44982
H -6.38091 2.40414 -1.48047
H -5.72166 3.89300 -2.16831
H -6.40011 3.89375 -0.54116
H -5.16796 1.24533 0.38034
H -2.95493 0.70348 1.35207
H -1.27594 4.13255 -0.59031
H -3.47900 4.65192 -1.57526
H 1.20732 4.01250 -0.52926
H 3.08822 4.51210 -2.06732
H 4.35605 2.64028 -3.13470
H 3.65954 0.29788 -2.65353
O 1.69881 -1.06641 -4.70851
P 1.36242 -1.54549 -3.26549
O 2.51599 -1.47056 -2.30763
O 0.34237 -0.63076 -2.55067
O 0.78297 -2.99026 -3.42528
P 0.04918 -3.67216 -2.12223
O -1.43011 -3.28418 -2.52453
O 0.30570 -5.07784 -1.90976
O 0.50059 -2.68016 -0.98418
H 1.33523 -1.59386 -5.43402
H -2.08840 -3.87483 -2.13203
Cl -5.29956 1.77119 -4.83066
C -4.35148 0.89972 -3.67545
C -3.07122 1.34283 -3.37952
C -2.31901 0.65724 -2.44313
C -2.84017 -0.46727 -1.81394
C -4.12685 -0.90192 -2.12813
C -4.88936 -0.22115 -3.05907
C -2.10559 -1.22043 -0.76814
O -2.54914 -2.19058 -0.20907
O -0.90281 -0.68537 -0.44639
H -2.68093 2.22324 -3.87094
H -1.33034 1.00844 -2.19222
H -4.52818 -1.77114 -1.62480
H -5.88893 -0.54907 -3.30786
F 3.86342 -2.80538 2.40106
C 3.47806 -3.71719 1.50546
F 2.23547 -4.09489 1.79635
F 4.28636 -4.76276 1.57260
S 3.55665 -3.02588 -0.20043
O 3.00931 -4.01123 -1.05924
O 4.86260 -2.49608 -0.37902
O 2.60466 -1.82748 0.07314
*
```